{
  "formula": "C36H38Ge2I2N2OPdTe",
  "method": "ωB97M-V/def2-TZVPD",
  "symbols": ["Pd", "I", "C", "C", "C", "I", "C", "O", "C", "C", "N", "C", "C", "C", "C", "C", "C", "N", "C", "H", "H", "H", "H", "H", "H", "H", "H", "H", "H", "H", "C", "Te", "C", "C", "C", "C", "C", "C", "C", "H", "H", "H", "H", "H", "H", "H", "H", "C", "Ge", "C", "C", "Ge", "C", "C", "C", "C", "C", "C", "C", "C", "C", "C", "C", "C", "H", "H", "H", "H", "H", "H", "H", "H", "H", "H", "H", "H", "H", "H", "H", "H", "H", "H", "H"],
  "positions_angstrom": [[-0.4479, 0.5861, 0.7090], [0.2567, 1.2953, 7.6740], [0.3730, 1.7112, 5.6615], [1.5041, 1.3042, 4.9385], [1.5848, 1.5726, 3.5983], [3.1675, 0.9372, 2.4498], [0.5325, 2.3238, 2.9251], [0.6622, 2.7386, 1.7547], [-0.6831, 2.5868, 3.6852], [-1.8781, 3.0064, 2.8876], [-2.2679, 1.8888, 2.0230], [-2.8641, 0.7578, 2.7284], [-1.8597, -0.2618, 3.2084], [-1.9299, -0.7913, 4.4865], [-1.0403, -1.7837, 4.8650], [-0.1126, -2.2347, 3.9403], [-0.1079, -1.6659, 2.6810], [-0.9540, -0.6924, 2.3203], [-0.7222, 2.3290, 5.0207], [2.3025, 0.7777, 5.4434], [-2.6885, 3.3139, 3.5591], [-1.6197, 3.8476, 2.2443], [-2.9090, 2.2191, 1.3144], [-3.4808, 1.0727, 3.5789], [-3.5240, 0.2417, 2.0260], [-2.6769, -0.4193, 5.1758], [-1.0759, -2.1989, 5.8637], [0.5960, -3.0159, 4.1760], [0.5774, -2.0110, 1.9185], [-1.6142, 2.5516, 5.5935], [1.9547, 3.0597, -0.8933], [-0.0176, 2.2850, -1.1339], [0.6674, 1.7194, -3.0708], [1.8171, 2.6497, -3.3553], [2.2692, 2.8479, -4.6565], [3.3435, 3.6863, -4.9024], [3.9705, 4.3372, -3.8472], [3.5219, 4.1462, -2.5509], [2.4463, 3.3008, -2.2962], [2.5531, 2.3259, -0.3552], [1.9020, 3.9642, -0.2941], [-0.1597, 1.8286, -3.7690], [0.9741, 0.6769, -3.0595], [1.7710, 2.3460, -5.4775], [3.6870, 3.8402, -5.9166], [4.8039, 5.0002, -4.0374], [4.0058, 4.6590, -1.7283], [2.6603, -2.7773, 0.2490], [1.9374, -1.9447, -1.3769], [3.1471, -0.4841, -1.8723], [1.9740, -3.3384, -2.7569], [-0.3528, -1.1512, -0.9578], [-1.3955, -0.6398, -2.5463], [-2.5037, 0.2012, -2.4402], [-3.2565, 0.5429, -3.5568], [-2.9141, 0.0392, -4.8036], [-1.8262, -0.8152, -4.9240], [-1.0773, -1.1506, -3.8040], [-1.4274, -2.6022, -0.1725], [-0.8628, -3.8502, 0.0823], [-1.6100, -4.8772, 0.6507], [-2.9407, -4.6657, 0.9737], [-3.5239, -3.4302, 0.7135], [-2.7726, -2.4135, 0.1464], [3.7300, -2.9432, 0.1099], [2.1951, -3.7437, 0.4426], [2.5228, -2.1578, 1.1355], [4.1789, -0.7977, -1.7054], [2.9603, 0.4042, -1.2674], [3.0509, -0.2130, -2.9237], [2.9922, -3.7268, -2.8227], [1.6950, -2.9677, -3.7421], [1.3102, -4.1640, -2.4995], [-2.7826, 0.6072, -1.4719], [-4.1101, 1.2009, -3.4530], [-3.4968, 0.3051, -5.6757], [-1.5600, -1.2212, -5.8916], [-0.2325, -1.8190, -3.9231], [0.1742, -4.0427, -0.1664], [-1.1517, -5.8406, 0.8351], [-3.5276, -5.4608, 1.4148], [-4.5684, -3.2658, 0.9474], [-3.2452, -1.4569, -0.0546]],
  "forces_ev_per_a": [[-0.186, -0.021, -0.597], [-0.006, -0.017, 0.027], [-0.006, 0.031, -0.079], [0.032, -0.042, 0.022], [-0.188, 0.163, 0.011], [0.105, -0.071, -0.028], [0.185, 0.149, -0.170], [-0.090, -0.227, 0.453], [0.105, -0.061, -0.053], [0.023, 0.125, 0.053], [-0.005, -0.024, -0.054], [-0.102, -0.029, 0.014], [-0.116, -0.062, -0.024], [-0.016, -0.060, 0.002], [-0.004, 0.019, -0.014], [-0.025, -0.004, -0.024], [-0.048, -0.062, -0.027], [0.356, 0.062, 0.182], [0.005, -0.020, 0.045], [-0.003, -0.007, -0.012], [0.003, -0.014, 0.005], [0.003, 0.008, 0.005], [0.024, 0.025, -0.028], [0.005, 0.033, -0.010], [0.002, -0.009, 0.008], [0.007, -0.009, 0.004], [0.002, -0.005, -0.006], [-0.009, -0.003, 0.013], [-0.011, 0.058, 0.047], [-0.006, 0.003, -0.012], [0.033, -0.034, -0.004], [-0.078, 0.180, 0.015], [-0.016, -0.061, 0.031], [-0.007, 0.001, -0.013], [-0.014, -0.007, 0.010], [0.006, 0.003, 0.006], [-0.002, -0.006, -0.006], [0.002, -0.010, 0.016], [0.000, -0.016, -0.001], [-0.028, 0.037, 0.036], [-0.009, 0.014, -0.003], [0.007, -0.016, -0.024], [0.002, -0.062, -0.008], [0.006, 0.006, -0.002], [0.000, 0.001, 0.001], [-0.001, 0.000, 0.002], [0.001, 0.003, -0.004], [-0.068, -0.008, 0.117], [-0.019, -0.035, -0.058], [-0.020, 0.047, -0.011], [0.045, -0.005, -0.017], [-0.113, -0.074, 0.126], [0.023, 0.035, -0.005], [0.036, 0.054, 0.000], [0.003, -0.005, 0.012], [0.017, -0.020, 0.006], [-0.021, 0.025, 0.011], [0.006, -0.007, -0.015], [0.154, -0.121, 0.057], [-0.050, -0.028, 0.015], [-0.025, 0.026, -0.001], [0.011, 0.002, -0.007], [0.006, 0.000, 0.013], [0.003, 0.057, -0.004], [-0.002, 0.027, -0.005], [0.029, -0.010, -0.023], [0.102, 0.078, -0.029], [-0.016, -0.034, 0.017], [0.008, -0.019, -0.007], [-0.017, 0.014, -0.001], [-0.010, -0.012, 0.003], [0.001, 0.040, 0.010], [-0.014, 0.012, 0.003], [0.002, 0.003, 0.005], [0.001, -0.003, -0.003], [0.003, -0.001, 0.000], [-0.002, 0.002, 0.001], [0.009, -0.008, 0.017], [-0.017, 0.011, -0.014], [-0.003, 0.000, 0.000], [0.001, 0.000, -0.002], [-0.002, -0.001, -0.001], [-0.002, 0.000, -0.018]],
  "lowdin_charge": [0.292, 0.998, -0.719, -0.214, -0.630, 1.068, -0.442, -0.119, -0.133, -0.139, -0.072, -0.139, -0.260, -0.013, -0.033, -0.023, -0.116, 0.006, -0.104, 0.092, 0.130, 0.133, 0.116, 0.127, 0.129, 0.124, 0.118, 0.118, 0.075, 0.112, -0.389, 1.449, -0.381, -0.291, -0.032, -0.070, -0.070, -0.031, -0.289, 0.007, 0.064, 0.069, 0.026, 0.119, 0.108, 0.108, 0.118, -0.251, 0.688, -0.234, -0.242, 0.779, -0.400, -0.176, -0.078, -0.077, -0.072, -0.118, -0.362, -0.131, -0.076, -0.081, -0.079, -0.128, 0.029, 0.012, -0.030, 0.031, -0.010, 0.023, 0.026, 0.007, 0.019, 0.069, 0.107, 0.107, 0.108, 0.081, 0.061, 0.106, 0.105, 0.104, 0.087],
  "e_homo_ev": [-10.61, -10.64],
  "s2": 0.79,
  "e_above_lowest_kcal_mol": 0.0,
  "charge": 1,
  "spin_multiplicity": 2,
  "lumo_ev": [-2.50, -5.17]
}


{
  "formula": "C27H29N3O6",
  "method": "ωB97M-V/def2-TZVPD",
  "symbols": ["C", "H", "O", "C", "C", "C", "C", "C", "C", "H", "H", "O", "C", "C", "O", "N", "C", "C", "C", "O", "N", "C", "H", "H", "C", "N", "C", "H", "H", "H", "C", "H", "H", "H", "H", "H", "C", "C", "C", "C", "C", "O", "H", "H", "H", "H", "H", "O", "C", "C", "C", "C", "C", "C", "H", "H", "H", "H", "H", "H", "H", "H", "H", "H", "H"],
  "positions_angstrom": [[-4.7727, 0.0776, -3.0708], [-3.7408, 0.0236, -3.4341], [-4.8451, -0.1372, -1.6835], [-4.2133, 0.7531, -0.8550], [-4.3393, 0.5113, 0.5143], [-3.7460, 1.3484, 1.4283], [-3.0110, 2.4546, 1.0016], [-2.8778, 2.6936, -0.3561], [-3.4765, 1.8468, -1.2795], [-3.3485, 2.0637, -2.3283], [-2.3063, 3.5311, -0.7260], [-2.4622, 3.2274, 1.9958], [-1.7530, 4.3825, 1.6315], [-0.4442, 4.1289, 0.8707], [0.0618, 4.9923, 0.1872], [0.0370, 2.8834, 1.0846], [1.0945, 2.2260, 0.4939], [1.2163, 0.8469, 0.5373], [0.2793, -0.0500, 1.2121], [-0.5755, 0.4473, 1.9530], [0.3427, -1.3875, 1.0274], [1.2770, -2.0939, 0.1827], [0.7822, -3.0094, -0.1488], [1.5250, -1.5029, -0.6982], [2.5810, -2.4245, 0.9266], [3.5822, -2.9396, 0.0117], [4.9273, -2.7364, 0.5079], [5.1254, -3.2762, 1.4473], [5.6361, -3.0813, -0.2436], [5.0902, -1.6729, 0.6747], [3.3541, -4.3290, -0.3246], [4.1028, -4.6460, -1.0486], [3.4142, -4.9925, 0.5537], [2.3721, -4.4403, -0.7789], [2.9610, -1.4982, 1.3607], [2.3739, -3.1280, 1.7529], [-0.6215, -2.2157, 1.7411], [-1.5989, -2.8430, 0.8043], [-1.7354, -4.1255, 0.3548], [-2.8310, -4.1144, -0.5432], [-3.2704, -2.8273, -0.5763], [-2.5309, -2.0553, 0.2321], [-4.0689, -2.3488, -1.1077], [-3.2290, -4.9490, -1.0828], [-1.1430, -4.9726, 0.6368], [-1.1474, -1.5529, 2.4339], [-0.0926, -2.9953, 2.2955], [2.3587, 0.4402, -0.0986], [2.9696, 1.5524, -0.5547], [4.1695, 1.6035, -1.2487], [4.6299, 2.8512, -1.6135], [3.9156, 4.0099, -1.2975], [2.7240, 3.9614, -0.6099], [2.2339, 2.7110, -0.2284], [2.1667, 4.8539, -0.3797], [4.3118, 4.9666, -1.6028], [5.5601, 2.9353, -2.1549], [4.7052, 0.6982, -1.4852], [-0.5316, 2.2331, 1.6461], [-2.3669, 5.0721, 1.0374], [-1.5017, 4.8775, 2.5755], [-3.8292, 1.1656, 2.4868], [-4.9090, -0.3448, 0.8375], [-5.2062, 1.0428, -3.3520], [-5.3554, -0.7224, -3.5260]],
  "forces_ev_per_a": [[0.024, 0.029, -0.209], [-0.033, 0.022, 0.013], [-0.007, -0.031, 0.345], [0.064, 0.127, 0.046], [-0.019, 0.075, -0.179], [0.098, 0.169, -0.061], [-0.225, -0.087, -0.263], [0.134, 0.226, 0.412], [-0.213, -0.334, -0.241], [-0.015, -0.015, -0.095], [0.032, 0.097, -0.030], [0.045, -0.199, 0.131], [-0.005, 0.346, -0.096], [-0.246, -0.041, 0.168], [-0.007, 0.143, -0.077], [-0.211, -0.380, 0.482], [0.049, -0.923, -0.090], [-0.268, 1.319, 0.068], [0.013, -0.301, 0.048], [-0.029, 0.191, -0.010], [-0.111, -0.118, 0.144], [0.548, -0.069, -0.137], [0.000, 0.108, -0.054], [-0.076, -0.175, 0.061], [-0.165, 0.125, -0.236], [-0.020, 0.034, 0.062], [-0.048, 0.009, -0.032], [0.021, -0.017, 0.032], [0.090, -0.005, 0.017], [0.069, 0.034, 0.043], [-0.006, 0.079, -0.048], [-0.014, -0.085, -0.043], [0.000, -0.018, 0.030], [-0.047, -0.109, -0.039], [-0.033, -0.058, 0.017], [0.052, 0.036, 0.032], [-0.443, 0.233, -0.016], [0.459, -0.872, 0.238], [0.138, 0.571, 0.342], [-0.292, 0.450, -0.142], [-0.254, -0.862, -0.450], [0.172, 0.508, 0.264], [-0.087, 0.188, -0.031], [-0.152, -0.115, -0.149], [0.186, -0.122, 0.120], [0.131, -0.241, -0.001], [-0.094, 0.018, -0.041], [0.246, -0.302, -0.050], [-0.201, 0.938, 0.025], [-0.080, -0.246, 0.068], [-0.017, -0.117, 0.013], [0.011, 0.125, 0.008], [0.061, 0.082, -0.035], [0.347, -0.422, -0.174], [-0.006, 0.018, 0.007], [0.020, 0.088, -0.022], [0.077, -0.017, -0.047], [0.082, -0.101, -0.043], [0.122, 0.257, -0.144], [0.147, -0.126, 0.015], [-0.008, -0.021, -0.171], [-0.018, -0.052, 0.151], [-0.067, -0.117, 0.061], [0.029, -0.024, 0.013], [0.053, 0.076, -0.018]],
  "nbo_charge": [-0.254, 0.176, -0.523, 0.343, -0.251, -0.211, 0.270, -0.285, -0.299, 0.218, 0.223, -0.496, -0.162, 0.664, -0.616, -0.630, 0.163, 0.117, 0.641, -0.665, -0.403, -0.234, 0.209, 0.235, -0.225, -0.438, -0.406, 0.162, 0.199, 0.201, -0.413, 0.203, 0.161, 0.198, 0.208, 0.160, -0.275, 0.264, -0.308, -0.323, 0.089, -0.397, 0.218, 0.228, 0.224, 0.268, 0.212, -0.416, 0.288, -0.251, -0.192, -0.237, -0.177, -0.085, 0.254, 0.215, 0.215, 0.227, 0.468, 0.204, 0.223, 0.227, 0.224, 0.178, 0.198],
  "e_homo_ev": -7.92,
  "e_above_lowest_kcal_mol": 37.6,
  "spin_multiplicity": 1,
  "smiles": "COc1ccc(OCC(=O)Nc2c(C(=O)N(CCN(C)C)Cc3ccco3)oc3ccccc23)cc1",
  "lumo_ev": 0.30
}